Below is a 6-piece molecular cluster, H13O6 overall at a distorted geometry, with properties calculated with the ωB97M-V functional and the def2-TZVPD basis.

```
19
H13O6, DFT the ωB97M-V functional and the def2-TZVPD basis
O 0.43513 0.83418 -0.40832
H -0.43848 0.45430 -0.72324
H -0.02076 1.52190 0.17025
H 1.05119 0.22972 -0.12496
O 2.67723 -0.30701 0.40179
H 3.24208 -0.76228 -0.26811
H 3.25686 -0.47847 1.20084
O -1.99718 1.25371 -1.43807
H -2.68736 0.82614 -0.98251
H -1.87969 0.92699 -2.28140
O -1.04736 -2.33329 1.08545
H -0.95499 -3.22058 1.32163
H -0.35738 -1.89338 1.41666
O 0.07976 2.54232 1.32439
H -0.77440 2.36741 1.62828
H 0.20364 3.37947 0.80679
O -0.37942 -1.52231 -1.25931
H -0.87316 -1.82730 -0.70555
H 0.46429 -1.99152 -1.16464
```

Properties
Total charge   +1
HOMO energy   -15.444 eV
Orbital gap   12.19 eV
Energy above the lowest of the compared OMol25 structures with the same formula, charge and spin   67.13 kcal per mole
Maximum force   0.2995 Eh/bohr
Energy   -458.91137 a.u.
Molar mass   109.098 Da

Atomic partial charges in e from the Löwdin method, atoms 1 to 8: atom 1 (O): 0.203, atom 2 (H): 0.107, atom 3 (H): 0.076, atom 4 (H): 0.020, atom 5 (O): -0.059, atom 6 (H): 0.090, atom 7 (H): 0.108, atom 8 (O): 0.042